# 1
The following is a DFT calculation (ωB97M-V with the def2-TZVPD basis set) of a molecular structure, C18H21N3O5S in a non-equilibrium geometry.

Results
Lowest unoccupied orbital energy   -0.31 eV
Kohn-Sham gap   7.18 eV
E   -44529.2177 eV
Energy above the lowest of the compared OMol25 structures with the same formula, charge and spin   514.9 kcal per mole

The geometry in ORCA input format:
```
! RIJCOSX wB97M-V def2-TZVPD def2/J DEFGRID3
* xyz 0 1
C 6.42942 2.25789 -0.38562
H 6.29567 1.97182 -1.49880
H 7.55877 2.72131 -0.46881
H 5.77540 3.03447 -0.19162
C 6.27076 0.87454 0.30144
C 4.87335 0.24217 0.41920
C 4.78069 -1.14998 0.86312
C 3.65920 -1.69841 0.53797
C 2.44746 -1.04789 0.20236
C 2.59098 0.22337 -0.07334
C 3.69235 1.15611 -0.00106
H 3.65471 2.09284 -0.40727
H 1.68322 0.58883 -0.52376
N 1.34517 -1.73906 0.27820
C 0.05731 -1.45333 0.39911
C -0.26436 -0.27250 1.36035
C -1.43631 0.00116 1.56732
C -2.59559 -0.66223 1.18613
C -2.24896 -1.69105 0.39581
C -1.08630 -2.18302 0.28034
N -0.98237 -3.47427 -0.61011
O -2.05319 -3.85648 -0.85675
O 0.16453 -3.88490 -0.53603
H -3.25473 -2.37516 0.36988
S -4.23151 0.12363 1.20688
O -4.98264 -1.17673 1.56322
O -4.13877 0.71490 2.51886
N -4.71389 0.94936 0.08432
C -5.19641 0.01746 -0.96143
H -5.34956 -0.99491 -0.69273
C -3.96140 0.15724 -2.14291
H -4.34351 -0.37942 -3.17507
O -3.48658 1.39690 -2.33958
C -3.08996 1.87324 -1.21085
H -2.78004 2.93070 -1.49417
C -4.14596 2.29280 -0.10888
H -3.79868 2.49230 0.62981
H -4.98679 2.75695 -0.26181
H -2.22513 1.49859 -0.75333
H -3.25276 -0.43753 -1.62501
H -5.91297 0.46327 -1.35499
H -1.80512 1.13517 2.31713
H 0.54802 0.29186 1.62084
H 1.36774 -2.93581 -0.04333
H 3.54864 -2.70705 0.84218
H 5.93146 -1.60173 0.97268
H 6.47324 1.26929 1.53198
H 7.17538 0.19328 0.26818
*
```

# 2
The following is a DFT calculation (ωB97M-V with the def2-TZVPD basis set) of a single C3H7N3O2 molecule.

Results
SMILES string   C[C@@]1(O)[NH2+][C@]2([O-])NN21
Lowest unoccupied orbital energy   0.55 eV
Kohn-Sham gap   9.04 eV
E   -11787.1622 eV
Energy above the lowest of the compared OMol25 structures with the same formula, charge and spin   95.7 kcal per mole

The geometry in ORCA input format:
```
! RIJCOSX wB97M-V def2-TZVPD def2/J DEFGRID3
* xyz 0 1
C -1.66593 0.78150 -0.41353
N 1.77139 0.11134 0.70866
C 1.50358 -0.49382 -0.52670
C -0.44599 0.29173 0.31765
N 0.06786 -1.11702 -0.30859
O -0.73328 0.07671 1.65275
N 0.73924 1.01330 -0.00412
O 2.16647 -0.80638 -1.48542
H 0.12950 0.05517 2.10188
H 2.65466 0.60621 0.62707
H -0.33199 -1.32887 -1.21914
H 0.03397 -1.93837 0.29646
H -2.51025 0.11546 -0.23395
H -1.91236 1.77113 -0.03127
H -1.46688 0.86190 -1.48176
*
```

# 3
The following is a DFT calculation (ωB97M-V with the def2-TZVPD basis set) of 9 unconnected molecules or ions with the total composition C12H45N3O9 in a non-equilibrium geometry.

Results
SMILES string   COC[C@H](C)N.COC[C@H](C)N.COC[C@H](C)N.O.O.O.O.O.O
Lowest unoccupied orbital energy   0.45 eV
Kohn-Sham gap   9.14 eV
E   -36070.0071 eV
Energy above the lowest of the compared OMol25 structures with the same formula, charge and spin   38.3 kcal per mole

The geometry in ORCA input format:
```
! RIJCOSX wB97M-V def2-TZVPD def2/J DEFGRID3
* xyz 0 1
O 1.30425 -15.18596 12.92039
H 0.75517 -15.96729 12.72123
H 0.92831 -14.70214 13.64559
O -3.14759 -10.75630 15.65600
H -3.94086 -10.63540 16.23142
H -3.38011 -11.11609 14.79842
O -0.42285 -11.44909 16.53226
H -1.32938 -11.21568 16.49469
H 0.03513 -11.06026 15.80672
O -1.09716 -10.38978 12.05877
H -0.76392 -9.69776 12.60470
H -0.32359 -11.00622 11.94839
O 0.46245 -14.26168 15.63734
H -0.38539 -14.44068 15.20145
H 0.21866 -13.46349 16.14970
O 0.89993 -12.37603 11.83283
H 1.73419 -11.87693 11.88993
H 1.11207 -13.32083 12.00916
C 3.05291 -11.24927 15.14155
C 3.52929 -12.29070 14.09804
C 4.35937 -11.83369 12.93883
O 3.67650 -10.88246 12.13764
C 4.19357 -10.68978 10.81323
N 4.15661 -13.46233 14.74255
H 2.73630 -10.39018 14.59799
H 3.83784 -10.99573 15.85623
H 2.25839 -11.70319 15.67137
H 2.63123 -12.63425 13.59485
H 4.48526 -12.75859 12.46565
H 5.38312 -11.45404 13.30168
H 4.67901 -9.67114 10.80318
H 3.34918 -10.73889 10.15300
H 4.97219 -11.43095 10.50850
H 4.83027 -13.91262 14.14699
H 3.40577 -14.14242 14.81065
C -4.13200 -7.05740 13.49474
C -2.76811 -7.30683 12.86449
C -1.81370 -7.75313 13.97524
O -0.58565 -7.91622 13.27815
C 0.47180 -8.28376 14.13853
N -3.00083 -8.26355 11.83182
H -4.04531 -6.91126 14.56376
H -4.73449 -8.01097 13.42738
H -4.73664 -6.28683 13.01373
H -2.36023 -6.31736 12.56813
H -2.13663 -8.73295 14.43768
H -1.76223 -6.99154 14.68745
H 1.39256 -8.08331 13.66535
H 0.42492 -9.35022 14.37089
H 0.54504 -7.73173 15.09855
H -3.52522 -9.05518 12.21111
H -2.14650 -8.66185 11.32210
C -3.31765 -14.38634 11.34077
C -3.54641 -13.76668 12.75458
C -2.23299 -13.86600 13.47674
O -1.73657 -15.22497 13.66715
C -2.64474 -16.20598 14.07083
N -3.68760 -12.29667 12.72515
H -2.54671 -13.78723 10.72287
H -4.31205 -14.36979 10.83174
H -3.01537 -15.43840 11.35072
H -4.31943 -14.10977 13.37578
H -2.43990 -13.36915 14.45453
H -1.42683 -13.35890 12.90062
H -3.51534 -16.26483 13.48077
H -3.05441 -16.07932 15.09460
H -2.19717 -17.18675 14.12976
H -4.56173 -12.10015 12.19741
H -2.93622 -11.83560 12.21548
*
```

# 4
The following is a DFT calculation (ωB97M-V with the def2-TZVPD basis set) of a single C5H6O molecule in a non-equilibrium geometry.

Results
Lowest unoccupied orbital energy   0.26 eV
Kohn-Sham gap   8.63 eV
E   -7326.1249 eV
Energy above the lowest of the compared OMol25 structures with the same formula, charge and spin   72.9 kcal per mole

The geometry in ORCA input format:
```
! RIJCOSX wB97M-V def2-TZVPD def2/J DEFGRID3
* xyz 0 1
C 0.77710 -1.27307 -0.75703
C 0.56670 -0.48295 0.53526
C -0.32399 0.72672 0.39652
C -0.06174 2.03607 0.74142
C -1.59764 0.84166 -0.05632
O -2.67806 1.06733 -0.41786
H -0.16553 -1.68523 -1.13533
H 1.21166 -0.64454 -1.54099
H 1.45735 -2.11335 -0.58205
H 1.52049 -0.09898 0.91367
H 0.16076 -1.14561 1.30986
H -0.86711 2.77194 0.59286
*
```